1.
{
  "formula": "C4H13N2O",
  "method": "ωB97M-V/def2-TZVPD",
  "orbital_gap_ev": [11.42, 9.23],
  "charge": 2,
  "e_above_lowest_kj_mol": 164.4,
  "largest_force_ha_per_bohr": 0.120,
  "multiplicity": 2,
  "energy_ev": -9367.298,
  "species": ["C", "C", "C", "C", "N", "N", "H", "H", "H", "H", "H", "H", "H", "H", "H", "H", "H", "H", "H", "O"],
  "xyz": [[0.253, -2.018, 0.619], [-0.641, -0.732, 0.895], [0.221, 0.476, 0.692], [-0.161, 1.741, 0.857], [0.556, 2.875, 0.614], [0.432, -2.241, -0.846], [-0.257, -2.999, 1.110], [1.290, -2.063, 1.190], [-1.671, -0.724, 0.389], [-0.868, -0.538, 1.970], [1.163, 0.212, 0.292], [-1.134, 1.936, 1.318], [1.526, 2.961, 0.560], [0.043, 3.730, 0.943], [-0.177, -3.080, -1.063], [-0.116, -1.334, -1.321], [1.300, -2.369, -1.258], [0.100, 0.882, -1.849], [-0.922, 0.400, -2.896], [-0.654, 0.219, -2.017]],
  "nbo_charge": [-0.28, -0.52, 0.01, 0.07, -0.53, -0.74, 0.28, 0.27, 0.31, 0.31, 0.21, 0.25, 0.44, 0.45, 0.47, 0.49, 0.45, 0.49, 0.52, -0.95]
}

---

2.
{
  "formula": "C4H13N2O",
  "method": "ωB97M-V/def2-TZVPD",
  "orbital_gap_ev": [9.46, 6.08],
  "charge": 2,
  "e_above_lowest_kj_mol": 216.2,
  "largest_force_ha_per_bohr": 0.106,
  "multiplicity": 2,
  "energy_ev": -9366.761,
  "species": ["C", "C", "C", "C", "N", "N", "H", "H", "H", "H", "H", "H", "H", "H", "H", "H", "H", "H", "H", "O"],
  "xyz": [[-0.748, 0.542, 0.878], [-0.420, -0.803, 0.292], [1.013, -1.062, 0.397], [1.566, -1.887, 1.333], [2.840, -2.496, 1.268], [-0.441, 1.736, -0.083], [-0.133, 0.731, 1.888], [-1.948, 0.712, 0.886], [-0.910, -1.619, 1.000], [-0.783, -0.926, -0.721], [1.596, -0.873, -0.461], [1.185, -2.057, 2.360], [3.259, -2.814, 0.432], [3.064, -3.086, 2.163], [-0.803, 2.599, 0.150], [0.506, 2.045, -0.345], [-0.918, 1.342, -1.009], [-3.392, 2.525, -3.494], [-2.087, 3.121, -3.557], [-2.446, 2.270, -3.380]],
  "nbo_charge": [-0.22, -0.52, 0.00, 0.08, -0.52, -0.71, 0.27, 0.29, 0.29, 0.28, 0.23, 0.25, 0.44, 0.46, 0.45, 0.45, 0.47, 0.49, 0.47, -0.96]
}

---

no.,molecular weight (g mol⁻¹)
1,105.2
2,105.2